Record 1
Here is the molecule C19H25N5O2S at a distorted geometry from the OMol25 dataset. Energies are from the ωB97M-V functional and the def2-TZVPD basis.

Last column: Mulliken charge in e.
Cartesian coordinates (Å):
C  -3.972  -3.572  -0.215  -1.2557
C  -4.002  -2.100  -0.605  -0.5615
C  -3.415  -1.209  0.492  -0.0044
C  -1.979  -1.480  0.727  1.0961
N  -1.454  -1.668  1.882  -0.5922
N  -0.140  -1.863  1.870  -0.5198
C  0.363  -1.828  0.681  -0.1707
N  1.702  -1.962  0.427  0.0907
C  2.224  -1.835  -0.830  0.5134
O  1.514  -1.677  -1.801  -0.6225
C  3.734  -1.829  -0.879  -0.8650
C  4.189  -0.358  -0.904  -0.4801
C  3.629  0.332  0.334  0.7386
O  3.784  -0.189  1.429  -0.7001
N  2.977  1.508  0.203  0.1283
C  2.485  2.125  -1.006  -1.6224
C  1.006  1.771  -1.199  -0.3153
N  0.250  2.222  -0.047  0.1466
C  -1.142  2.293  -0.170  0.1616
C  -1.826  1.777  -1.272  0.0803
C  -3.199  1.914  -1.379  -0.8715
C  -3.925  2.562  -0.396  -0.4816
C  -3.256  3.081  0.700  -0.7253
C  -1.887  2.954  0.812  -0.2700
C  0.774  1.704  1.206  0.2700
C  2.260  2.032  1.351  -1.4330
S  -0.806  -1.543  -0.588  -0.1099
H  -4.543  -3.736  0.697  0.3252
H  -2.950  -3.901  -0.037  0.2874
H  -4.398  -4.186  -1.005  0.3958
H  -5.033  -1.792  -0.792  0.4630
H  -3.435  -1.952  -1.527  0.3651
H  -3.525  -0.159  0.204  -0.3940
H  -3.942  -1.365  1.435  0.2794
H  2.312  -1.977  1.237  0.3565
H  4.151  -2.328  -0.005  0.2612
H  4.066  -2.330  -1.789  0.4695
H  5.278  -0.318  -0.849  0.3968
H  3.864  0.098  -1.835  0.2229
H  3.058  1.827  -1.881  0.4319
H  2.583  3.209  -0.887  0.4089
H  0.634  2.292  -2.083  0.8007
H  0.919  0.686  -1.365  0.1378
H  -1.300  1.243  -2.047  0.3601
H  -3.704  1.497  -2.240  0.3854
H  -4.996  2.661  -0.482  0.4077
H  -3.806  3.598  1.473  0.3919
H  -1.387  3.390  1.663  0.4557
H  0.224  2.133  2.041  0.6873
H  0.659  0.610  1.256  -0.3940
H  2.659  1.567  2.253  0.4897
H  2.410  3.114  1.393  0.3835

As for the SMILES: CCCc1nnc(NC(=O)CCC(=O)N2CCN(c3ccccc3)CC2)s1. As for the frontier orbital gap: 8.7 eV. Its electronic energy is -1561.49951 Eh. For the energy above the lowest of the compared OMol25 structures with the same formula, charge and spin, the calculation gives 20.8 kcal per mole.

***

Record 2
Here is a cluster of 2 separate species, C3H5NO2 in total at a distorted geometry from the OMol25 dataset. Energies are from the ωB97M-V functional and the def2-TZVPD basis.

Last column: Mulliken charge in e.
Cartesian coordinates (Å):
C  -1.006  -0.899  0.228  -0.6555
C  -0.615  2.095  -0.498  0.1229
O  -0.580  2.663  0.483  -0.1569
N  1.592  0.361  -0.847  -0.6243
C  1.394  -0.378  0.158  0.1569
O  0.359  -1.179  0.516  -0.3496
H  -1.255  -0.831  -0.840  0.3294
H  -1.341  0.015  0.730  0.2468
H  -1.548  -1.734  0.672  0.2497
H  0.827  0.357  -1.520  0.3022
H  2.173  -0.470  0.917  0.3785

As for the frontier orbital gap: 11.2 eV. Its electronic energy is -322.50227 Eh. For the energy above the lowest of the compared OMol25 structures with the same formula, charge and spin, the calculation gives 45.2 kcal per mole.

***

Record 3
Here is a cluster of 4 separate species, C20H47N2O2S in total at a distorted geometry from the OMol25 dataset. Energies are from the ωB97M-V functional and the def2-TZVPD basis.

Last column: Mulliken charge in e.
Cartesian coordinates (Å):
C  5.161  -1.344  3.027  -1.2191
C  3.689  -0.844  3.068  -0.5297
C  3.609  0.318  2.413  -0.1333
C  2.211  0.877  2.591  -0.7736
N  1.967  2.141  1.779  0.7672
C  2.585  3.358  2.190  -0.8515
C  1.984  3.720  3.657  -0.7258
C  0.662  3.202  3.632  -0.8474
C  0.525  2.465  2.198  -0.7800
C  2.043  1.924  0.328  -0.5412
H  5.699  -0.605  3.642  0.3056
H  5.422  -1.232  1.991  0.3344
H  5.193  -2.380  3.414  0.3654
H  3.327  -0.960  4.009  0.5458
H  2.857  -1.616  2.693  0.3148
H  3.892  0.204  1.269  0.1726
H  4.296  1.228  2.667  0.1563
H  1.925  0.964  3.596  0.5789
H  1.624  -0.041  1.901  -0.1021
H  2.444  4.117  1.561  0.5699
H  3.700  3.138  1.946  0.4756
H  2.194  4.731  3.852  0.4887
H  2.567  3.183  4.395  0.2708
H  -0.087  3.866  3.579  0.5583
H  0.451  2.576  4.589  0.2656
H  0.028  3.165  1.596  0.6142
H  -0.243  1.839  2.472  0.1732
H  1.605  2.640  -0.417  0.3520
H  1.374  1.117  -0.264  -0.1830
H  3.074  1.681  -0.129  0.3206
C  -4.371  -4.512  2.541  -1.5639
C  -4.572  -3.793  1.340  -0.1949
C  -3.463  -3.331  0.650  -0.1763
C  -3.615  -2.582  -0.494  -0.9795
N  -2.398  -2.059  -1.230  0.7521
C  -2.682  -1.021  -2.257  -0.8033
C  -1.526  -1.085  -3.339  -0.1462
C  -0.761  -2.409  -3.068  -0.9329
C  -1.683  -3.154  -2.124  -0.4903
C  -1.408  -1.391  -0.323  -2.0120
H  -4.090  -3.780  3.286  0.3268
H  -3.798  -5.511  2.315  0.2600
H  -5.000  -4.816  3.210  0.5711
H  -5.341  -2.994  1.438  0.2846
H  -5.046  -4.688  0.500  0.1881
H  -2.844  -4.270  0.496  0.0818
H  -3.018  -2.693  1.275  0.3602
H  -4.369  -1.782  -0.182  0.3609
H  -4.287  -3.120  -1.260  0.3818
H  -2.899  0.019  -1.979  0.4350
H  -3.744  -1.032  -2.667  0.3568
H  -1.060  -0.118  -3.394  0.0125
H  -2.138  -1.015  -4.296  0.3986
H  0.229  -2.164  -2.739  0.3530
H  -0.602  -2.878  -4.068  0.4152
H  -1.107  -3.747  -1.456  0.3999
H  -2.486  -3.801  -2.492  0.4384
H  -1.036  -2.037  0.556  0.2146
H  -1.898  -0.635  0.238  0.6448
H  -0.619  -1.001  -0.726  0.9390
O  -1.275  1.562  -0.172  -0.8282
H  -1.497  1.754  -1.051  -0.0152
C  1.704  2.921  -6.244  -1.0333
S  0.537  2.048  -5.254  0.5072
O  1.424  1.284  -4.198  -0.6160
C  -0.055  3.549  -4.400  -1.1970
H  2.381  2.282  -6.425  0.4831
H  2.450  3.581  -5.521  0.2571
H  1.219  3.518  -7.001  0.3697
H  0.486  4.156  -4.083  0.5798
H  -0.882  3.274  -3.512  0.1905
H  -0.639  4.037  -5.135  0.4837

Its total charge is +1. As for the frontier orbital gap: 7.2 eV. Its electronic energy is -1447.59848 Eh. For the energy above the lowest of the compared OMol25 structures with the same formula, charge and spin, the calculation gives 36.1 kcal per mole.

***

Record 4
Here is a structure of composition CH4F2P2 at a distorted geometry from the OMol25 dataset. Energies are from the ωB97M-V functional and the def2-TZVPD basis.

Last column: Mulliken charge in e.
Cartesian coordinates (Å):
C  -0.034  -0.475  0.539  -0.0370
F  -2.605  0.351  0.393  -0.3131
F  -0.119  -1.774  0.011  -0.2688
P  -1.288  0.340  -0.628  0.2072
P  1.364  0.483  -0.141  -0.2298
H  -0.208  -0.493  1.573  0.4475
H  -0.997  1.631  -0.175  0.0476
H  1.204  0.139  -1.454  0.0600
H  2.683  -0.203  -0.118  0.0863

As for the frontier orbital gap: 10.1 eV. Its electronic energy is -922.88452 Eh. For the energy above the lowest of the compared OMol25 structures with the same formula, charge and spin, the calculation gives 5.5 kcal per mole.

***

- Which formula does entry 2 have?
  C3H5NO2

***

- Number 4 is which compound?
  CH4F2P2